{
  "formula": "C6H17NS",
  "method": "ωB97M-V with the def2-TZVPD basis set",
  "symbols": ["S", "N", "C", "C", "C", "C", "C", "C", "H", "H", "H", "H", "H", "H", "H", "H", "H", "H", "H", "H", "H", "H", "H", "H", "H"],
  "coordinates": [[-1.919, 0.313, 3.219], [-1.009, 1.322, -3.129], [1.089, 0.074, 1.795], [-0.742, -1.020, -2.483], [0.629, 0.725, -1.297], [1.452, -0.621, 3.121], [-0.663, 0.405, -1.943], [0.150, -0.771, 0.950], [1.792, -1.652, 3.008], [2.184, -0.015, 3.654], [-0.153, 1.724, -3.500], [2.023, 0.389, 1.322], [0.525, -0.669, 3.694], [-1.600, 2.078, -2.802], [-0.118, -0.067, 0.111], [0.681, -1.622, 0.518], [-2.483, 0.429, 2.008], [-0.800, -0.967, 1.491], [0.099, -1.131, -3.172], [1.462, 0.583, -1.984], [-1.509, 0.634, -1.285], [0.588, 1.684, -0.782], [-1.708, -1.159, -2.951], [0.570, 1.000, 2.071], [-0.542, -1.668, -1.633]],
  "largest_force_ev_per_a": 2.52,
  "e_above_lowest_kj_mol": 590.4,
  "homo_energy_ev": -7.04
}

=====

{
  "formula": "C5H8O2",
  "method": "ωB97M-V with the def2-TZVPD basis set",
  "symbols": ["O", "O", "C", "C", "C", "C", "C", "H", "H", "H", "H", "H", "H", "H", "H"],
  "coordinates": [[1.563, -0.656, -1.051], [-0.682, -1.920, -0.587], [1.021, -0.235, 0.170], [-0.356, -0.955, 0.428], [-0.780, 1.351, 0.098], [-1.341, 0.183, 0.415], [0.721, 1.286, 0.141], [1.062, 1.790, 1.052], [0.992, -1.381, -1.354], [1.274, 1.756, -0.676], [1.742, -0.462, 0.965], [-2.408, 0.044, 0.554], [-1.378, 2.222, -0.159], [-1.124, -1.448, -1.322], [-0.305, -1.575, 1.325]],
  "largest_force_ev_per_a": 0.79,
  "e_above_lowest_kj_mol": 104.3,
  "smiles": "O[C@@H]1C=CC[C@@H]1O",
  "homo_energy_ev": -9.83
}

=====

{
  "formula": "C5H9NO3",
  "method": "ωB97M-V with the def2-TZVPD basis set",
  "symbols": ["O", "O", "O", "N", "C", "C", "C", "C", "C", "H", "H", "H", "H", "H", "H", "H", "H", "H"],
  "coordinates": [[0.642, -1.786, -0.118], [-1.115, 0.596, 1.866], [1.097, 0.270, 2.059], [-0.347, 1.758, -0.614], [0.322, 0.623, -0.534], [1.727, 0.619, -1.068], [-0.206, -0.714, -0.094], [0.107, 0.317, 1.370], [-1.614, -1.057, -0.462], [-1.011, 0.916, 2.775], [-1.333, 1.671, -0.377], [-1.618, -1.749, -1.304], [1.742, 0.057, -2.002], [-2.106, -1.522, 0.396], [-2.228, -0.191, -0.722], [2.060, 1.649, -1.172], [2.454, 0.133, -0.413], [1.428, -1.590, 0.414]],
  "largest_force_ev_per_a": 5.01,
  "e_above_lowest_kj_mol": 319.7,
  "homo_energy_ev": -8.83
}

=====

{
  "formula": "C28H23ClIIrN3O2P",
  "method": "ωB97M-V with the def2-TZVPD basis set",
  "symbols": ["Ir", "I", "Cl", "P", "O", "O", "N", "N", "N", "C", "C", "C", "C", "C", "C", "C", "C", "C", "C", "C", "C", "C", "C", "C", "C", "C", "C", "C", "C", "C", "C", "C", "C", "C", "C", "C", "C", "H", "H", "H", "H", "H", "H", "H", "H", "H", "H", "H", "H", "H", "H", "H", "H", "H", "H", "H", "H", "H", "H", "H"],
  "coordinates": [[-0.922, -0.636, -0.489], [1.653, 4.030, -4.234], [-6.236, -5.130, -3.605], [0.830, 0.496, 0.831], [-2.207, -2.493, -0.466], [-2.660, -0.257, -2.062], [-0.386, -2.120, 1.406], [-0.463, 1.271, -1.800], [-1.281, 2.334, -1.752], [-4.674, -3.034, -3.032], [1.105, -0.438, 2.351], [0.376, 2.947, -3.036], [-3.099, -3.028, -1.167], [2.163, -0.764, 4.486], [0.633, 2.218, 1.316], [1.516, -1.988, 4.615], [0.476, -1.669, 2.480], [2.457, -0.694, -1.051], [3.484, 1.130, 0.138], [-0.021, 2.532, 2.509], [0.552, 1.636, -2.580], [2.373, 0.327, -0.104], [1.958, 0.010, 3.358], [-3.422, -0.994, -2.665], [0.124, 4.871, 1.971], [3.631, -0.912, -1.755], [4.657, 0.918, -0.572], [4.731, -0.097, -1.517], [-4.490, -5.000, -1.571], [-0.816, 3.360, -2.485], [0.773, 4.563, 0.782], [-0.270, 3.857, 2.833], [1.023, 3.241, 0.449], [-5.066, -4.347, -2.686], [-3.725, -2.376, -2.303], [-3.543, -4.366, -0.834], [0.674, -2.444, 3.613], [-0.324, 1.746, 3.189], [0.177, -3.402, 3.711], [-4.815, -6.001, -1.319], [-3.085, -4.847, 0.020], [-0.071, 5.904, 2.228], [5.517, 1.548, -0.388], [1.671, -2.592, 5.499], [3.692, -1.708, -2.485], [3.438, 1.924, 0.874], [0.007, -2.933, 0.940], [-1.343, 4.296, -2.569], [-1.290, -2.411, 1.764], [1.368, 0.961, -2.787], [-2.157, 2.280, -1.258], [1.096, 5.354, 0.117], [1.545, 3.008, -0.471], [5.647, -0.256, -2.069], [2.825, -0.416, 5.267], [-3.951, -0.598, -3.543], [-0.767, 4.098, 3.764], [1.593, -1.331, -1.239], [-5.140, -2.546, -3.881], [2.456, 0.967, 3.262]],
  "multiplicity": 5,
  "largest_force_ev_per_a": 0.68,
  "total_charge": 2,
  "homo_energy_ev": [-12.85, -13.53],
  "s2": 6.037
}

=====

{
  "formula": "C20H20N2O5",
  "method": "ωB97M-V with the def2-TZVPD basis set",
  "symbols": ["O", "O", "O", "O", "O", "N", "N", "C", "C", "C", "C", "C", "C", "C", "C", "C", "C", "C", "C", "C", "C", "C", "C", "C", "C", "C", "C", "H", "H", "H", "H", "H", "H", "H", "H", "H", "H", "H", "H", "H", "H", "H", "H", "H", "H", "H", "H"],
  "coordinates": [[1.620, 1.451, -0.551], [-2.077, -4.924, -3.964], [0.088, -4.585, -4.673], [-1.010, 1.865, 5.689], [0.718, 4.211, -0.737], [-0.679, -0.153, 2.898], [-1.205, 0.447, 3.967], [0.936, 1.548, 4.280], [0.756, -3.122, -2.788], [-1.430, -4.111, -3.072], [-1.413, -0.839, 2.109], [1.950, 4.383, -1.412], [0.436, 3.546, 2.844], [-1.028, -2.739, -1.169], [1.320, 1.591, 1.795], [-1.133, -5.229, -4.967], [-0.116, -3.908, -3.505], [0.801, 3.525, 0.459], [0.393, 4.177, 1.616], [-0.828, -1.434, 0.950], [-0.491, 1.323, 4.741], [-1.907, -3.541, -1.923], [-1.534, -2.139, 0.046], [0.921, 2.249, 2.947], [0.281, -2.545, -1.618], [1.238, 2.197, 0.549], [0.603, 1.259, -1.519], [-2.592, -2.289, 0.226], [0.207, 2.205, -1.893], [0.951, -1.922, -1.049], [0.231, -1.265, 0.835], [1.708, 4.861, -2.360], [1.434, 0.584, 4.189], [1.435, 2.158, 5.034], [0.038, 5.192, 1.527], [-2.488, -0.970, 2.280], [-0.220, 0.669, -1.101], [1.766, -2.964, -3.126], [1.066, 0.707, -2.336], [1.683, 0.578, 1.843], [2.456, 3.432, -1.598], [-2.196, 0.328, 4.196], [0.100, 4.065, 3.730], [-0.975, -6.319, -5.007], [2.617, 5.033, -0.835], [-1.506, -4.882, -5.944], [-2.922, -3.708, -1.604]],
  "largest_force_ev_per_a": 1.34,
  "e_above_lowest_kj_mol": 399.2,
  "smiles": "COc1ccc(CC(=O)N/N=C/C=C/c2ccc3c(c2)OCO3)cc1OC",
  "homo_energy_ev": -7.78
}

=====

{
  "formula": "C3H14NO2",
  "method": "ωB97M-V with the def2-TZVPD basis set",
  "symbols": ["O", "O", "N", "C", "C", "C", "H", "H", "H", "H", "H", "H", "H", "H", "H", "H", "H", "H", "H", "H"],
  "coordinates": [[2.346, -0.741, -0.651], [1.434, 0.481, 1.925], [-0.298, -0.183, 0.099], [-0.887, 0.220, -1.218], [-1.382, -1.070, 0.712], [-1.941, 1.361, -1.186], [3.104, -0.154, -0.776], [0.536, -0.756, -0.014], [0.002, 0.499, 0.829], [2.302, 0.111, 1.745], [-2.483, 1.290, -0.232], [-0.081, 0.546, -1.909], [-1.443, -2.072, 0.220], [1.385, 0.893, 2.797], [-1.064, -1.213, 1.738], [-1.448, -0.609, -1.745], [-1.672, 2.416, -1.374], [2.587, -1.440, -1.279], [-2.689, 1.160, -1.937], [-2.408, -0.634, 0.764]],
  "largest_force_ev_per_a": 3.32,
  "e_above_lowest_kj_mol": 99.7,
  "total_charge": 1,
  "homo_energy_ev": -15.97
}

=====

{
  "formula": "C6H11NO3",
  "method": "ωB97M-V with the def2-TZVPD basis set",
  "symbols": ["O", "O", "O", "N", "C", "C", "C", "C", "C", "C", "H", "H", "H", "H", "H", "H", "H", "H", "H", "H", "H"],
  "coordinates": [[-2.099, -1.605, -0.741], [2.392, -1.212, -0.131], [0.772, -2.256, -1.183], [1.854, 1.313, 0.895], [1.024, -1.371, -0.390], [-1.457, -0.379, -0.516], [0.445, 0.863, 0.984], [0.118, -0.417, 0.292], [-1.319, 0.595, -1.732], [0.210, -0.296, 1.823], [1.880, 2.022, 0.130], [-0.812, -0.343, 2.370], [-0.431, 1.561, 0.912], [-2.351, 0.658, -1.999], [-0.982, 1.533, -1.256], [1.034, -0.707, 2.451], [2.072, 1.789, 1.713], [-2.034, -1.791, -1.676], [-0.702, 0.421, -2.552], [-2.121, 0.001, 0.256], [2.508, -0.378, 0.350]],
  "largest_force_ev_per_a": 3.79,
  "e_above_lowest_kj_mol": 301.1,
  "smiles": "C[C@@H](O)[C@]1(C(=O)O)C[C@H]1N",
  "homo_energy_ev": -9.63
}

=====

{
  "formula": "C22H60N7O17P3",
  "method": "ωB97M-V with the def2-TZVPD basis set",
  "symbols": ["P", "P", "P", "O", "O", "O", "O", "O", "O", "O", "O", "O", "O", "O", "O", "O", "O", "O", "O", "O", "N", "N", "N", "N", "N", "N", "N", "C", "C", "C", "C", "C", "C", "C", "C", "C", "C", "C", "C", "C", "C", "C", "C", "C", "C", "C", "C", "C", "C", "H", "H", "H", "H", "H", "H", "H", "H", "H", "H", "H", "H", "H", "H", "H", "H", "H", "H", "H", "H", "H", "H", "H", "H", "H", "H", "H", "H", "H", "H", "H", "H", "H", "H", "H", "H", "H", "H", "H", "H", "H", "H", "H", "H", "H", "H", "H", "H", "H", "H", "H", "H", "H", "H", "H", "H", "H", "H", "H", "H"],
  "coordinates": [[-3.451, -3.035, 8.934], [3.259, 0.073, 2.239], [3.987, -1.412, -10.260], [-1.167, 7.912, -3.103], [2.654, -0.124, 0.908], [-8.733, -2.226, -0.830], [-4.383, -1.809, 8.394], [-9.198, 4.928, -0.182], [-2.251, -2.223, 9.673], [3.095, -1.469, -11.394], [-9.131, 7.017, -0.765], [3.368, -0.395, -9.109], [-3.652, 0.004, -0.998], [-9.200, -0.592, -2.258], [-0.553, 9.845, -2.178], [-2.625, -3.575, 7.639], [5.420, -0.664, -10.542], [-3.002, 1.147, -2.762], [4.386, -2.768, -9.441], [-4.190, -4.062, 9.778], [2.655, 1.487, 3.030], [4.959, 0.344, 2.112], [-8.666, 5.877, -0.766], [-3.080, 0.072, -2.066], [3.090, -1.217, 3.391], [-9.394, -1.260, -1.302], [-0.577, 8.969, -3.120], [-0.768, -1.628, 11.333], [3.400, -1.123, 4.807], [4.040, -0.188, -7.796], [3.669, 1.200, -7.247], [-7.275, 5.665, -1.150], [2.938, 2.686, 2.209], [-3.875, -0.635, 8.031], [-10.494, -0.772, -0.347], [5.786, -0.025, 1.002], [-1.815, -2.662, 10.902], [2.720, -2.496, 2.753], [3.631, -4.969, -10.154], [-4.046, 0.498, 9.095], [-3.346, -4.265, 6.632], [5.804, 0.654, 3.351], [-2.540, -1.294, -2.531], [7.269, -1.415, -11.570], [5.979, -0.701, -11.845], [-3.947, -3.363, 5.504], [1.323, 1.345, 3.509], [3.377, -3.732, -9.271], [0.394, 9.217, -4.218], [-2.669, -4.994, 6.186], [5.098, -0.075, -8.033], [3.571, -0.092, 5.114], [-0.099, -1.383, 10.509], [-2.280, -1.877, -1.648], [7.713, -1.600, -12.548], [5.364, -1.323, -12.495], [5.219, 0.823, 4.255], [-6.745, 6.384, -0.524], [6.028, 0.944, 0.564], [3.098, -3.269, 3.423], [-1.730, -1.198, -3.254], [-3.220, -2.658, 5.102], [-10.298, -0.044, 0.440], [-4.340, -0.335, 7.092], [2.430, -3.198, -9.199], [6.309, 1.611, 3.221], [1.294, 9.666, -3.797], [3.707, -0.949, -7.090], [2.591, 1.358, -7.289], [-4.449, 1.444, 8.734], [7.826, -0.775, -10.887], [-4.856, 0.225, 9.771], [-10.886, -1.747, -0.057], [2.883, 3.650, 2.715], [-7.185, 5.832, -2.223], [-3.331, -1.834, -3.052], [6.599, -0.603, 1.443], [3.807, 1.288, -6.169], [0.626, 8.279, -4.723], [3.531, -4.606, -11.177], [5.345, -0.745, 0.314], [-4.642, -2.708, 6.029], [6.617, -0.071, 3.399], [6.043, 0.315, -12.234], [4.311, -1.699, 4.972], [-4.333, -3.840, 4.603], [3.584, -4.268, -8.344], [1.010, 2.340, 3.825], [7.042, -2.322, -11.009], [-1.148, -0.628, 11.545], [-3.088, 0.652, 9.592], [-11.256, -0.297, -0.964], [-7.010, 4.615, -1.027], [2.641, -1.618, 5.413], [2.164, 2.838, 1.456], [-2.633, -2.616, 11.621], [2.882, -5.757, -10.081], [-0.225, -2.128, 12.136], [4.126, 1.929, -7.916], [0.621, 0.953, 2.773], [4.582, -5.467, -9.965], [3.101, -2.584, 1.735], [-4.129, -4.852, 7.112], [-2.815, -0.696, 7.787], [1.666, -2.771, 2.753], [3.957, 2.559, 1.844], [-1.290, -3.603, 10.739], [1.433, 0.789, 4.440], [-0.006, 9.894, -4.973]],
  "largest_force_ev_per_a": 5.19,
  "smiles": "CN(C)P(=O)(N(C)C)N(C)C.CCOP(=O)(OCC)OCC.CCOP(=O)(OCC)OCC.C[N+](=O)[O-].C[N+](=O)[O-].C[N+](=O)[O-].C[N+](=O)[O-]",
  "homo_energy_ev": -8.36
}

=====

{
  "formula": "C7H12",
  "method": "ωB97M-V with the def2-TZVPD basis set",
  "symbols": ["C", "C", "C", "C", "C", "C", "C", "H", "H", "H", "H", "H", "H", "H", "H", "H", "H", "H", "H"],
  "coordinates": [[2.442, -0.324, 0.080], [3.007, 0.210, 1.314], [-2.764, 0.599, 0.320], [-2.081, -0.100, -0.758], [0.370, -0.793, -1.439], [-0.544, -0.109, -0.428], [1.683, -0.656, -0.798], [3.715, 1.027, 1.143], [-0.262, 0.936, -0.282], [-2.194, 0.403, -1.728], [-0.462, -0.572, 0.558], [0.318, -0.293, -2.412], [-3.059, 1.636, 0.187], [2.132, 0.611, 1.863], [-0.176, 0.926, 1.795], [0.079, -1.840, -1.575], [-3.291, 0.041, 1.086], [-2.397, -1.147, -0.858], [3.485, -0.555, 1.932]],
  "largest_force_ev_per_a": 1.44,
  "e_above_lowest_kj_mol": 637.0,
  "homo_energy_ev": [-9.26, -8.11]
}

=====

{
  "formula": "C13H34CdClHgN2O5",
  "method": "ωB97M-V with the def2-TZVPD basis set",
  "symbols": ["Hg", "Cd", "Cl", "O", "O", "O", "O", "O", "N", "N", "C", "C", "C", "C", "C", "C", "C", "C", "C", "C", "C", "C", "C", "H", "H", "H", "H", "H", "H", "H", "H", "H", "H", "H", "H", "H", "H", "H", "H", "H", "H", "H", "H", "H", "H", "H", "H", "H", "H", "H", "H", "H", "H", "H", "H", "H", "H"],
  "coordinates": [[1.121, -0.201, 2.951], [-0.096, 0.222, -1.701], [-0.323, 0.536, 0.730], [-0.453, 0.122, -3.972], [1.432, 4.510, -1.016], [-2.340, 0.153, -1.822], [-0.802, -1.556, 3.447], [2.786, -1.300, 3.978], [-0.536, 2.389, -2.220], [1.383, -2.238, 1.878], [3.297, -2.500, 3.327], [-0.947, -2.756, 2.685], [2.831, -2.529, 1.896], [-2.883, 1.425, -2.137], [0.488, -3.237, 2.491], [-0.721, -0.853, -4.991], [-3.131, -0.847, -2.521], [-0.736, 1.428, -4.543], [-0.216, 2.529, -3.644], [-2.020, -0.790, 3.683], [1.238, 3.973, 0.280], [3.717, -0.742, 4.947], [-1.962, 2.559, -1.788], [4.388, -2.473, 3.331], [3.336, -1.753, 1.317], [0.339, 4.407, 0.712], [-3.233, 1.524, -3.171], [4.577, -0.301, 4.451], [0.178, -1.015, -5.584], [-2.306, 3.583, -1.930], [-2.357, -0.366, 2.743], [3.091, -3.471, 1.407], [3.916, -1.522, 5.679], [-1.831, 2.498, -0.698], [-0.113, 1.528, -5.435], [-2.912, -1.846, -2.154], [-1.472, -2.582, 1.741], [2.027, 4.214, 1.003], [0.538, -4.200, 1.970], [-1.489, -3.516, 3.249], [0.018, 3.068, -1.695], [3.207, 0.042, 5.506], [1.167, -2.390, 0.893], [2.972, -3.344, 3.936], [1.240, 2.879, 0.220], [0.855, -3.546, 3.474], [-2.736, -1.312, 4.317], [-0.562, 3.466, -4.096], [-4.171, -0.677, -2.230], [2.286, 4.213, -1.348], [-1.783, 1.570, -4.801], [-1.651, -0.023, 4.371], [-3.811, 1.663, -1.602], [-1.009, -1.823, -4.575], [-3.111, -0.714, -3.599], [0.873, 2.555, -3.723], [-1.589, -0.639, -5.616]],
  "largest_force_ev_per_a": 2.54,
  "total_charge": 3,
  "homo_energy_ev": -18.05
}

=====

Number 1: DFT total energy -691.512264 Ha. Number 2: DFT total energy -345.765239 Ha. Number 3: DFT total energy -476.322400 Ha. Number 4: DFT total energy -2598.485688 Ha. Number 5: DFT total energy -1259.759614 Ha. Number 6: DFT total energy -327.684616 Ha. Number 7: DFT total energy -515.635526 Ha. Number 8: DFT total energy -3560.371790 Ha. Number 9: DFT total energy -273.665952 Ha. Number 10: DFT total energy -1781.697091 Ha.